1.
This record from OMol25 describes C34H45N7Tl as an isolated structure at a distorted geometry. The level of theory is ωB97M-V/def2-TZVPD.

## Properties
maximum force: 7.619 eV Å⁻¹
HOMO level (alpha / beta): -3.15 / -3.15 eV
Kohn-Sham gap (alpha / beta): 3.885 / 3.887 eV

Geometry as ORCA input:
```
! wB97M-V def2-TZVPD RIJCOSX def2/J DEFGRID3
* xyz -1 1
Tl -0.8679 -0.6796 -0.2444
N 0.1225 -2.5943 2.6560
N -0.8754 -2.7512 -2.6566
C 1.1105 2.3011 -0.3413
C 2.0331 1.2498 -0.0734
C 1.8374 0.8390 1.2799
C 2.4750 -0.2931 1.9699
H 3.3642 -0.6401 1.4313
H 1.7815 -1.1469 2.0648
H 2.7550 -0.0453 3.0013
C 0.8116 1.6449 1.8455
C 0.3235 1.5650 3.2414
H 0.9335 2.1956 3.9100
H 0.3649 0.5371 3.6275
H -0.7131 1.9185 3.3229
C 0.3701 2.5528 0.8486
C -0.6477 3.6086 1.0476
H -1.3265 3.3481 1.8699
H -1.2470 3.7666 0.1414
H -0.1799 4.5719 1.3087
C 3.0155 0.6928 -1.0303
H 3.9116 1.3321 -1.0969
H 2.5982 0.6235 -2.0461
H 3.3456 -0.3076 -0.7231
C 0.9719 3.0218 -1.6289
H -0.0619 3.3594 -1.7900
H 1.2464 2.3756 -2.4739
H 1.6247 3.9113 -1.6688
C -0.4569 -3.2281 3.6687
H -0.1930 -3.0706 4.7692
C -1.4602 -4.2287 3.3400
H -1.9924 -4.7461 4.1681
C -1.6999 -4.4750 1.9648
H -2.5517 -5.2282 1.7157
C -0.7805 -3.8709 1.0114
H -0.9925 -4.0307 -0.0352
C 0.5451 -3.2349 1.4409
C 2.0885 -3.2521 1.3390
H 1.8761 -2.2272 0.6161
C -1.0387 -1.5245 -2.8651
C 0.3393 -3.2262 -3.4511
H 1.0643 -3.9828 -2.9826
C 0.1814 -2.5049 -4.5539
H 0.5781 -2.6684 -5.5961
N -0.6789 -1.3873 -4.2461
C -0.6171 -0.0794 -4.6094
C 0.5759 0.3312 -5.2041
C 0.4908 1.5497 -5.8825
H 1.3191 1.8621 -6.5427
C -0.6797 2.3269 -5.7383
C -0.8788 3.5078 -6.6184
H -1.4242 4.2788 -6.0645
H -1.4796 3.2008 -7.4870
H 0.0968 3.8676 -6.9542
C -1.7278 1.9956 -4.8525
H -2.6177 2.6349 -4.7341
C -1.6731 0.7715 -4.1948
C -2.7446 0.3661 -3.2489
H -2.5930 -0.6874 -2.8635
H -3.7360 0.4074 -3.7287
H -2.8119 1.0078 -2.3519
C 1.8504 -0.4473 -5.0722
H 1.8475 -1.4730 -5.4621
H 2.2307 -0.5088 -4.0359
H 2.6300 0.0270 -5.6776
C -4.2143 0.6165 1.2847
N -3.3689 -0.5821 0.9508
C -4.1529 -1.4744 0.0253
N -5.4693 -1.8569 0.5826
C -6.2557 -0.6363 0.8776
N -5.5463 0.2569 1.8269
C -5.3186 -0.5057 3.0803
N -4.5003 -1.7172 2.8255
C -3.2095 -1.3407 2.2223
C -5.2692 -2.5569 1.8765
H -4.3429 1.2293 0.3825
H -3.6846 1.1852 2.0643
H -3.5697 -2.3954 -0.1474
H -4.2967 -0.9437 -0.9314
H -7.2019 -0.9624 1.3369
H -6.4569 -0.0971 -0.0596
H -4.8010 0.1456 3.7983
H -6.2866 -0.8380 3.4832
H -2.6370 -2.2540 2.0067
H -2.6393 -0.7235 2.9346
H -6.2588 -2.7421 2.3247
H -4.7388 -3.5049 1.7052
*
```

2.
This record from OMol25 describes C34H46F3N3O10S2 as an isolated structure at a distorted geometry. The level of theory is ωB97M-V/def2-TZVPD.

## Properties
maximum force: 1.548 eV Å⁻¹
HOMO level: -8.06 eV
Kohn-Sham gap: 7.637 eV

Geometry as ORCA input:
```
! wB97M-V def2-TZVPD RIJCOSX def2/J DEFGRID3
* xyz 0 1
C 6.0909 -0.3136 0.4626
C 4.7126 0.3232 0.2986
S 4.7957 1.5145 -1.0723
C 3.0962 1.6313 -1.7580
C 2.0812 0.7923 -1.0307
C 1.1459 1.4812 -0.1892
C 0.1656 0.8788 0.5222
C -0.8184 1.6557 1.3751
N -2.2249 1.3100 1.1720
C 0.0782 -0.5444 0.4252
N -0.8042 -1.3437 1.0217
S -0.4528 -2.8397 0.5372
N 0.7933 -2.5554 -0.4141
C 1.0159 -1.2361 -0.4252
C 2.0290 -0.5671 -1.1730
C 3.0111 -1.2388 -2.1150
C 3.3612 -2.7178 -1.8800
C 2.4625 -3.6610 -2.6276
F 1.9707 -3.2639 -3.8236
C 2.0867 -4.8381 -2.1467
F 0.8781 -5.3640 -2.3201
F 2.8569 -5.6093 -1.3947
H 6.8837 0.4340 0.5095
H 6.0910 -0.8383 1.4210
H 6.3205 -1.0038 -0.3451
H 4.4507 0.8682 1.2014
H 3.9938 -0.4753 0.1394
H 2.7967 2.6742 -1.6825
H 3.0904 1.3454 -2.8109
H 1.2068 2.5608 -0.1006
H -0.7188 2.7091 1.0998
H -0.5667 1.5495 2.4315
H -2.5025 0.5591 1.7883
H -2.3897 0.9896 0.2269
H 3.9396 -0.6711 -2.0629
H 2.6687 -1.1432 -3.1488
H 3.4111 -2.9953 -0.8301
H 4.3760 -2.8515 -2.2762
O 7.4644 -0.8717 -2.0661
C 7.3614 -0.3182 -3.1204
O 6.1907 -0.2604 -3.7991
C 6.3845 0.3695 -5.0750
C 7.6527 1.1996 -4.9218
C 8.4521 0.3682 -3.9198
H 6.4880 -0.4103 -5.8330
H 5.5084 0.9707 -5.3074
H 8.1644 1.3773 -5.8655
H 7.4099 2.1679 -4.4826
H 9.0579 -0.3970 -4.4074
H 9.0752 0.9757 -3.2700
O 4.6029 1.1935 3.1772
C 3.5036 1.0468 3.6310
O 2.6750 2.0790 3.8864
C 1.4558 1.6036 4.5009
C 1.3608 0.1379 4.1090
C 2.8339 -0.2597 4.0136
H 1.5436 1.7390 5.5825
H 0.6299 2.1887 4.1333
H 0.7809 -0.4561 4.8107
H 0.8909 0.0504 3.1271
H 3.2403 -0.5877 4.9718
H 3.0154 -1.0179 3.2557
O -1.3424 1.7952 4.7215
C -1.6952 2.6499 5.4838
O -2.5006 3.6645 5.1111
C -2.6677 4.5950 6.1958
C -2.3506 3.7979 7.4548
C -1.3073 2.8068 6.9418
H -1.9768 5.4267 6.0448
H -3.6851 4.9766 6.1780
H -2.0101 4.4189 8.2804
H -3.2385 3.2573 7.7845
H -0.2953 3.2133 6.9894
H -1.3463 1.8489 7.4528
O -6.2004 -0.6678 -0.7251
C -5.5103 -1.6014 -1.0178
O -4.3420 -1.8638 -0.3910
C -3.6790 -2.9757 -1.0180
C -4.7804 -3.7425 -1.7386
C -5.7470 -2.6225 -2.1178
H -2.9252 -2.5848 -1.7055
H -3.1834 -3.5697 -0.2558
H -4.4151 -4.3228 -2.5830
H -5.2687 -4.4282 -1.0452
H -5.4925 -2.1652 -3.0755
H -6.7850 -2.9458 -2.1269
O -9.8728 -2.5189 -3.0233
C -9.8116 -1.3258 -3.0892
O -10.8996 -0.5514 -3.3217
C -10.5067 0.8255 -3.4549
C -9.1657 0.9291 -2.7391
C -8.5750 -0.4587 -2.9759
H -10.4295 1.0604 -4.5190
H -11.2754 1.4543 -3.0121
H -8.5463 1.7464 -3.1024
H -9.3259 1.0794 -1.6710
H -8.0225 -0.5144 -3.9161
H -7.9497 -0.7813 -2.1495
*
```

3.
This record from OMol25 describes C34H46IrN6Te as an isolated structure at a distorted geometry. The level of theory is ωB97M-V/def2-TZVPD.

## Properties
maximum force: 3.231 eV Å⁻¹
HOMO level: -9.08 eV
Kohn-Sham gap: 6.537 eV

Geometry as ORCA input:
```
! wB97M-V def2-TZVPD RIJCOSX def2/J DEFGRID3
* xyz 1 1
Ir 1.2352 0.1529 1.0293
C 1.5009 1.1375 3.1343
C 2.7450 0.7145 2.5899
C 2.9542 1.3698 1.3543
C 1.8019 2.2241 1.1139
C 0.9568 2.0885 2.2501
C -0.2738 2.8928 2.4927
C 1.7083 3.2559 0.0311
C 4.2547 1.4497 0.6162
C 3.7643 -0.1743 3.2192
C 0.9343 0.7013 4.4475
H 0.0021 3.7867 3.0576
H -1.0190 2.3506 3.0732
H -0.7271 3.2247 1.5609
H 2.2070 4.1849 0.3213
H 0.6706 3.5011 -0.1970
H 2.1717 2.8907 -0.8838
H 4.9448 2.0977 1.1657
H 4.1196 1.8592 -0.3799
H 4.7240 0.4740 0.5026
H 4.4338 0.4242 3.8416
H 4.3760 -0.6715 2.4672
H 3.3119 -0.9272 3.8659
H -0.1391 0.8786 4.5051
H 1.4004 1.2510 5.2685
H 1.1120 -0.3607 4.6230
C -0.1510 1.6523 -6.8315
C 0.3451 1.1879 -5.4882
C -0.5082 0.6347 -4.5501
C -0.0494 0.1474 -3.3266
C -1.0494 -0.5182 -2.4312
C 1.3074 0.2351 -3.0039
Te 2.2529 -0.5946 -1.2614
C 2.1878 0.8204 -3.9392
C 3.6668 0.9834 -3.6879
C 1.6893 1.2766 -5.1546
H -1.2388 1.6224 -6.8863
H 0.2409 1.0169 -7.6277
H 0.1736 2.6724 -7.0427
H -1.5670 0.5539 -4.7791
H -2.0567 -0.1309 -2.6054
H -0.7832 -0.3850 -1.3899
H -1.0737 -1.5940 -2.6248
H 3.8555 1.5045 -2.7481
H 4.1251 1.5504 -4.4979
H 4.1795 0.0216 -3.6234
H 2.3806 1.7209 -5.8640
N -8.5041 2.9618 -2.6588
C -7.5720 2.6195 -2.0816
C -6.4008 2.1857 -1.3590
C -6.5359 1.5390 -0.1366
C -5.4136 1.1052 0.5476
C -4.1548 1.3176 0.0073
C -4.0109 1.9736 -1.2087
C -5.1339 2.4065 -1.8893
N -2.9948 0.8383 0.7024
C -2.9668 0.1208 1.8861
C -1.6666 -0.1831 2.1190
N -0.8941 0.3428 1.1041
C -1.7182 0.9325 0.2714
H -7.5200 1.3726 0.2791
H -5.5408 0.6072 1.4971
H -3.0387 2.1560 -1.6434
H -5.0277 2.9159 -2.8369
H -3.8494 -0.1047 2.4550
H -1.2271 -0.7329 2.9346
H -1.4152 1.4444 -0.6246
C -1.1410 -4.5111 1.6605
N -0.3255 -3.4208 1.1454
C -0.9285 -2.6637 0.0740
C 0.8575 -3.0808 1.6978
N 1.3354 -1.8544 1.7487
N 1.5469 -4.1151 2.2885
C 2.5887 -3.8350 3.2546
C 1.7161 -5.3742 1.5667
H -2.1376 -4.1238 1.8850
H -0.7120 -4.9160 2.5710
H -1.2478 -5.3137 0.9269
H -1.0971 -3.3181 -0.7843
H -0.2590 -1.8718 -0.2285
H -1.8899 -2.2428 0.3837
H 2.2964 -1.9115 2.0518
H 2.2751 -3.0400 3.9293
H 3.5406 -3.5580 2.7823
H 2.7610 -4.7302 3.8503
H 1.1182 -5.3743 0.6607
H 1.4275 -6.2252 2.1857
H 2.7633 -5.4927 1.2781
*
```

4.
This record from OMol25 describes a 11-piece molecular cluster, C34H46N8O9 overall at a distorted geometry. The level of theory is ωB97M-V/def2-TZVPD.

## Properties
maximum force: 3.944 eV Å⁻¹
structure (SMILES): C[C@H]1COC(=O)O1.C[C@H]1COC(=O)O1.C[C@H]1COC(=O)O1.c1ccncc1.c1ccncc1.CC#N.CC#N.CC#N.CC#N.CC#N.CC#N
HOMO level: -9.78 eV
Kohn-Sham gap: 9.786 eV

Geometry as ORCA input:
```
! wB97M-V def2-TZVPD RIJCOSX def2/J DEFGRID3
* xyz 0 1
C 19.0358 14.9131 12.8713
C 20.2099 15.1438 11.9867
C 19.9508 15.8989 10.7205
O 21.1635 16.6841 10.6034
C 21.8052 16.7045 11.7835
O 22.8992 17.1493 11.9550
O 21.1312 15.9604 12.6808
H 18.4001 15.7692 13.0704
H 19.3398 14.4921 13.8182
H 18.4417 14.1548 12.3305
H 20.7489 14.2143 11.7720
H 19.1097 16.5641 10.6904
H 19.8782 15.3140 9.7932
C 15.4533 10.9164 14.2120
C 15.7726 9.4648 14.1603
C 16.1990 8.7713 15.4609
O 15.6496 7.4587 15.3136
C 14.7097 7.4318 14.3272
O 14.1736 6.4325 14.0277
O 14.6026 8.6729 13.7358
H 14.6705 11.1874 14.9319
H 15.2250 11.3020 13.2091
H 16.3759 11.4072 14.5483
H 16.5552 9.2841 13.4204
H 15.7775 9.2306 16.3257
H 17.2859 8.6247 15.4226
C 15.4125 14.8218 12.2472
C 14.1996 14.9112 13.1027
C 12.8856 14.5396 12.4294
O 12.2056 13.8702 13.4141
C 13.0312 13.2924 14.3285
O 12.7586 12.3996 15.0993
O 14.2531 13.8532 14.1164
H 15.3766 13.8063 11.8506
H 16.3445 14.9128 12.8216
H 15.3983 15.4592 11.3847
H 14.0906 15.8473 13.6315
H 12.9345 13.7938 11.6463
H 12.3240 15.3918 12.0577
C 9.5914 12.0021 17.3188
C 10.8447 11.4677 17.7549
N 11.8769 11.1053 18.0599
H 9.7400 12.5219 16.3651
H 9.2114 12.7543 18.0161
H 8.9580 11.1759 17.0712
C 12.8549 14.8687 17.7667
C 11.4104 15.1545 17.8816
N 10.2996 15.3536 17.8813
H 13.1256 14.2763 16.9094
H 13.1964 14.4337 18.7013
H 13.3791 15.8101 17.6316
C 15.2949 18.9513 13.2045
C 14.5372 18.2175 12.2111
N 13.9073 17.5556 11.5021
H 16.2249 19.3430 12.7930
H 15.4675 18.3538 14.1330
H 14.7324 19.8075 13.5527
C 9.5595 16.0438 14.7770
C 10.9895 16.3400 14.7766
N 12.1170 16.5467 14.7785
H 9.1962 16.0950 15.8067
H 9.3049 15.0028 14.4359
H 9.0148 16.7805 14.1662
C 16.3881 14.1480 16.7592
C 16.5343 15.4880 16.1523
N 16.7192 16.5323 15.7161
H 16.7877 13.3778 16.1244
H 15.3299 13.9643 16.8840
H 16.8365 14.1892 17.7605
C 11.7626 9.6285 14.7145
C 10.5907 10.4051 14.3072
N 9.6729 11.0066 14.0338
H 12.1498 9.8971 15.6972
H 12.4730 9.9208 13.9328
H 11.5654 8.5689 14.6283
N 16.6047 16.7029 9.2509
C 16.4957 15.4327 8.8261
C 15.6420 15.0674 7.7747
C 14.8539 16.0582 7.1533
C 14.9608 17.3507 7.6459
C 15.8286 17.6332 8.6965
H 17.1197 14.6988 9.3176
H 15.5102 14.0384 7.5279
H 14.1878 15.8058 6.3582
H 14.4195 18.1459 7.1848
H 15.9804 18.6447 9.0008
N 9.4974 15.6392 8.6942
C 10.8064 15.9463 8.6213
C 11.4378 16.6891 9.6309
C 10.7190 17.1366 10.7394
C 9.3665 16.8350 10.7683
C 8.8218 16.0273 9.7842
H 11.3412 15.5848 7.7620
H 12.5326 16.8006 9.6062
H 11.2069 17.6396 11.5584
H 8.8081 17.1654 11.6232
H 7.7844 15.7275 9.8406
*
```

Q: Which of these has the highest maximum force?
A: C34H45N7Tl